Record 1
2 unconnected molecules or ions with the total composition C2H9N2S4, computed with wB97M-V/def2-TZVPD.

As for the HOMO-LUMO gap: 8.8 eV. The value obtained for the HOMO energy is -13.0082 eV. Its calculated total energy is -48532.4603 eV. As for the relative energy (zero: lowest compared OMol25 entry of this formula, charge and spin): 22.1 kcal/mol.

ORCA input file:
```
! wB97M-V def2-TZVPD RIJCOSX def2/J DEFGRID3
* xyz 1 1
C -0.150 0.585 -0.640
C 1.330 -0.159 0.090
N -0.944 -0.120 -1.333
N 1.749 -1.213 -0.680
S -0.443 2.217 -0.296
S -3.092 0.520 0.933
S 2.685 1.055 0.471
S 0.441 -0.476 1.746
H -0.682 -0.936 -1.813
H -1.967 0.036 -1.320
H 2.782 -1.393 -0.857
H -2.385 0.064 2.022
H 1.196 -1.865 -1.164
H 0.342 2.397 0.740
H -4.412 0.226 1.436
H 3.485 0.683 -0.564
H 0.064 -1.622 1.229
*
```



Record 2
A single C4H2ClF3O molecule, computed with wB97M-V/def2-TZVPD.

As for the HOMO-LUMO gap: 9.7 eV. The value obtained for the HOMO energy is -10.6437 eV. Its structure (SMILES) is C=C(Cl)C(=O)C(F)(F)F. Its calculated total energy is -26901.5543 eV. As for the relative energy (zero: lowest compared OMol25 entry of this formula, charge and spin): 0.0 kcal/mol.

ORCA input file:
```
! wB97M-V def2-TZVPD RIJCOSX def2/J DEFGRID3
* xyz 0 1
C -0.201 0.224 -0.119
C 0.726 1.136 -0.100
C 2.188 0.947 -0.215
C 2.670 -0.511 0.044
O 2.961 1.831 -0.541
F 2.464 -1.262 -1.060
F 3.976 -0.645 0.268
F 1.983 -1.055 1.064
Cl 0.592 2.844 0.244
H -1.201 0.322 0.149
H -0.029 -0.726 -0.610
*
```



Record 3
A molecular structure, C41H41NO2P2PtS2, computed with wB97M-V/def2-TZVPD.

As for the HOMO-LUMO gap: 7.2 eV. The value obtained for the HOMO energy is -13.5063 eV. Its calculated total energy is -92250.5041 eV. As for the relative energy (zero: lowest compared OMol25 entry of this formula, charge and spin): 0.0 kcal/mol.

ORCA input file:
```
! wB97M-V def2-TZVPD RIJCOSX def2/J DEFGRID3
* xyz 2 1
Pt -0.576 -0.154 0.384
O 2.123 -1.065 -0.041
S 3.366 -1.555 -0.730
C 2.812 -2.672 -2.059
C 1.713 -3.622 -1.594
C 0.318 -2.996 -1.440
C -0.202 -2.348 -2.715
S -1.624 -1.245 -2.513
O -1.120 -0.058 -1.683
C -2.587 -2.250 -1.394
C -2.987 -3.516 -1.803
C -3.675 -4.323 -0.912
C -3.960 -3.870 0.373
C -3.588 -2.593 0.759
C -2.914 -1.767 -0.138
C 3.932 -0.250 -1.805
C 5.291 -0.126 -2.046
C 5.731 0.858 -2.925
C 4.815 1.702 -3.533
C 3.455 1.577 -3.266
C 3.006 0.598 -2.397
H 3.706 -3.226 -2.351
H 2.514 -2.066 -2.913
H 1.990 -4.068 -0.636
H 1.661 -4.447 -2.309
H 0.374 -2.256 -0.637
H -0.375 -3.777 -1.124
H -0.504 -3.080 -3.468
H 0.521 -1.680 -3.188
H -2.763 -3.879 -2.799
H -3.989 -5.311 -1.220
H -4.495 -4.509 1.062
H -3.843 -2.218 1.742
H -2.749 -0.722 0.126
H 5.998 -0.786 -1.558
H 6.788 0.962 -3.130
H 5.160 2.465 -4.219
H 2.748 2.246 -3.739
H 1.951 0.493 -2.164
C 0.971 1.768 3.961
N 0.616 1.066 2.725
P 0.310 1.711 1.194
C -0.851 3.066 1.285
C -2.128 2.967 0.737
C -3.015 4.026 0.862
C -2.632 5.173 1.543
C -1.358 5.276 2.090
C -0.462 4.230 1.956
C 1.839 2.352 0.545
C 3.053 1.798 0.950
C 4.240 2.338 0.485
C 4.217 3.413 -0.393
C 3.008 3.952 -0.816
C 1.815 3.426 -0.349
P -0.124 -0.428 2.525
C -1.535 -0.595 3.610
C -1.477 -1.407 4.743
C -2.566 -1.467 5.601
C -3.702 -0.717 5.335
C -3.760 0.102 4.212
C -2.680 0.164 3.349
C 1.014 -1.761 2.850
C 0.567 -3.066 2.632
C 1.448 -4.124 2.776
C 2.768 -3.881 3.138
C 3.211 -2.584 3.356
C 2.337 -1.519 3.203
H 0.140 2.374 4.324
H 1.838 2.404 3.784
H 1.235 1.037 4.724
H -2.418 2.074 0.196
H -4.001 3.959 0.423
H -3.327 5.996 1.642
H -1.062 6.177 2.610
H 0.541 4.328 2.356
H 3.064 0.947 1.618
H 5.186 1.921 0.806
H 5.147 3.834 -0.752
H 2.995 4.790 -1.500
H 0.874 3.861 -0.662
H -0.591 -1.990 4.955
H -2.523 -2.096 6.479
H -4.547 -0.765 6.009
H -4.646 0.689 4.014
H -2.720 0.805 2.475
H -0.466 -3.256 2.357
H 1.106 -5.138 2.617
H 3.453 -4.710 3.258
H 4.237 -2.402 3.644
H 2.686 -0.506 3.357
*
```